No. 1
ORCA calculation (wB97M-V/def2-TZVPD) on a single C5H13N3 molecule.

Element x y z (Å)
C1 1.63 -2.14 -0.90
C2 1.10 -0.84 -0.24
C3 -0.34 -0.59 -0.64
C4 -0.83 0.79 -0.28
C5 -1.63 0.99 0.77
N1 -2.00 2.30 1.16
N2 -0.45 1.83 -1.13
N3 1.38 -0.94 1.19
H1 2.70 -2.18 -0.69
H2 1.49 -2.12 -1.98
H3 1.08 -3.01 -0.54
H4 1.76 -0.07 -0.65
H5 -1.02 -1.30 -0.23
H6 -0.46 -0.70 -1.72
H7 -1.99 0.14 1.34
H8 -1.22 2.78 1.60
H9 -2.77 2.37 1.82
H10 -0.89 2.70 -0.87
H11 0.54 1.95 -1.27
H12 0.99 -1.79 1.57
H13 0.92 -0.18 1.68

Results
F_max   1.72 eV Å⁻¹
Calculated total energy   -9865.86888 eV
SMILES   C[C@H](N)C/C(N)=C/N
ΔE to the lowest compared entry with this formula, charge and spin   48.0 kJ/mol
Frontier orbital gap   8.73 eV

No. 2
ORCA calculation (wB97M-V/def2-TZVPD) on a gas-phase ion, C4H13N2O (charge +1).

Element x y z (Å)
N1 -0.75 -1.59 -1.01
C1 -0.10 -0.29 -0.51
C2 1.37 -0.63 -0.33
O1 1.73 -1.37 -1.49
C3 -0.76 0.15 0.79
N2 -0.21 1.46 1.13
C4 -1.17 2.50 1.46
H1 -1.75 -1.52 -1.15
H2 -0.38 -1.75 -1.94
H3 -0.48 -2.30 -0.34
H4 -0.20 0.46 -1.29
H5 1.94 0.30 -0.25
H6 1.51 -1.24 0.56
H7 2.66 -1.55 -1.45
H8 -0.50 -0.59 1.56
H9 -1.85 0.19 0.75
H10 0.40 1.34 1.92
H11 -1.91 2.53 0.64
H12 -1.77 2.40 2.36
H13 -0.66 3.46 1.38

Results
F_max   1.51 eV Å⁻¹
Net charge   +1
Calculated total energy   -9379.57096 eV
SMILES   CNC[C@H]([NH3+])CO
ΔE to the lowest compared entry with this formula, charge and spin   194.2 kJ/mol
Frontier orbital gap   9.62 eV

No. 3
ORCA calculation (wB97M-V/def2-TZVPD) on 2 unconnected molecules or ions with the total composition C3H6N2O.

Element x y z (Å)
C1 -1.10 -0.19 1.23
N1 -0.10 0.17 0.27
C2 1.02 -0.40 0.10
N2 1.80 0.04 -0.93
C3 -0.77 1.05 -1.60
O1 -1.85 1.33 -1.37
H1 -2.08 0.08 0.80
H2 -0.98 0.39 2.14
H3 -1.11 -1.26 1.48
H4 1.40 -1.21 0.73
H5 2.57 -0.53 -1.25
H6 1.22 0.53 -1.61

Results
F_max   1.71 eV Å⁻¹
Calculated total energy   -8234.88864 eV
ΔE to the lowest compared entry with this formula, charge and spin   174.6 kJ/mol
Frontier orbital gap   9.91 eV

No. 4
ORCA calculation (wB97M-V/def2-TZVPD) on a molecular structure, C4H23NO8V.

Element x y z (Å)
V1 -24.20 -0.95 17.06
O1 -22.15 -0.47 16.48
H1 -21.86 0.46 16.40
O2 -24.63 0.83 17.99
H2 -25.00 1.51 18.59
C1 -26.68 -2.19 19.82
C2 -25.98 -3.11 18.86
C3 -26.52 -4.56 18.78
O3 -25.65 -5.27 17.89
C4 -25.65 -6.68 18.09
N1 -26.00 -2.38 17.58
H3 -27.03 -2.87 20.59
H4 -27.39 -1.50 19.37
H5 -25.99 -1.51 20.31
H6 -24.96 -3.18 19.22
H7 -27.57 -4.65 18.47
H8 -26.29 -4.93 19.78
H9 -25.07 -7.07 18.93
H10 -25.18 -7.11 17.20
H11 -26.65 -7.10 18.19
H12 -26.96 -2.20 17.32
H13 -25.93 -3.20 16.99
O4 -23.06 -1.47 18.90
H14 -22.18 -1.81 18.73
H15 -23.11 -1.40 19.86
O5 -27.15 0.84 17.20
H16 -26.27 0.98 17.53
H17 -27.25 -0.11 17.19
O6 -23.11 2.34 15.87
H18 -23.11 1.59 16.47
H19 -22.25 2.74 15.98
O7 -23.38 -3.03 16.41
H20 -22.98 -3.66 17.01
H21 -22.91 -3.15 15.58
O8 -25.13 -0.87 15.04
H22 -24.80 -1.45 14.36
H23 -25.96 -0.54 14.69

Results
F_max   2.10 eV Å⁻¹
⟨S²⟩   6.007
Net charge   +1
Calculated total energy   -48070.63357 eV
Frontier orbital gap (spin up / spin down)   7.93 / 5.11 eV
Multiplicity   5

No. 5
ORCA calculation (wB97M-V/def2-TZVPD) on 2 unconnected molecules or ions with the total composition C7H11N4O.

Element x y z (Å)
C1 3.09 -0.22 -0.60
C2 0.36 0.26 1.88
C3 0.56 -1.43 0.15
C4 1.05 -0.19 0.80
C5 -0.19 -1.36 -0.93
C6 1.03 -2.69 0.82
C7 -0.90 2.36 -1.39
N1 4.12 0.64 -0.66
N2 4.01 1.46 0.38
N3 2.95 1.36 1.01
N4 2.25 0.30 0.41
O1 2.87 -1.29 -1.21
H1 -0.64 -0.08 2.03
H2 0.61 1.27 2.33
H3 -0.66 -2.23 -1.34
H4 -2.01 2.33 -1.43
H5 -0.62 -0.41 -1.16
H6 0.32 -2.75 1.71
H7 2.04 -2.62 1.16
H8 1.04 -3.57 0.13
H9 -0.42 2.06 -2.27
H10 -0.66 1.52 -0.76
H11 -0.68 3.40 -1.25

Results
F_max   2.94 eV Å⁻¹
Net charge   -1
Calculated total energy   -15443.82273 eV
ΔE to the lowest compared entry with this formula, charge and spin   27.1 kJ/mol
Frontier orbital gap   7.68 eV

No. 6
ORCA calculation (wB97M-V/def2-TZVPD) on 3 unconnected molecules or ions with the total composition C3H9NO2.

Element x y z (Å)
C1 -0.89 0.65 -0.42
C2 -1.82 0.88 -1.35
C3 -0.09 -0.69 -0.52
N1 0.59 0.35 -1.13
H1 -0.92 0.94 0.62
H2 -2.53 1.70 -1.30
H3 -1.79 0.32 -2.27
H4 0.56 -1.11 0.27
H5 -0.68 -1.44 -1.06
H6 2.97 -1.27 1.20
H7 0.25 0.45 -2.09
O1 2.23 -0.73 0.92
H8 1.32 -0.32 1.78
H9 0.48 0.29 3.12
O2 0.33 -0.02 2.23

Results
F_max   2.62 eV Å⁻¹
Calculated total energy   -8835.55419 eV
ΔE to the lowest compared entry with this formula, charge and spin   714.1 kJ/mol
Frontier orbital gap   5.22 eV

No. 7
ORCA calculation (wB97M-V/def2-TZVPD) on a molecular structure, C10H20N2O.

Element x y z (Å)
C1 0.58 0.59 -0.30
C2 -0.18 1.06 -1.45
C3 -1.15 -0.11 -1.25
C4 -0.29 -0.52 -0.05
C5 2.41 0.45 1.44
C6 2.26 2.29 -0.12
C7 -3.09 -0.83 0.25
C8 -2.30 1.45 0.39
C9 -0.02 -1.74 0.73
C10 0.83 -2.62 -0.35
N1 1.67 0.96 0.24
N2 -2.05 0.14 -0.09
O1 1.97 -1.86 -0.63
H1 -0.66 2.06 -1.50
H2 0.45 0.98 -2.45
H3 -1.67 -0.60 -1.94
H4 1.64 0.02 2.10
H5 2.97 1.25 1.85
H6 2.99 -0.53 1.28
H7 3.30 2.03 -0.30
H8 2.03 3.00 0.65
H9 1.71 2.70 -1.03
H10 -4.02 -0.60 -0.41
H11 -2.75 -1.92 0.04
H12 -3.38 -0.75 1.18
H13 -3.10 1.54 1.16
H14 -1.46 1.72 1.01
H15 -2.32 2.17 -0.44
H16 -0.81 -2.39 1.06
H17 0.63 -1.58 1.55
H18 1.15 -3.49 0.22
H19 0.25 -2.75 -1.32
H20 2.42 -2.10 -1.50

Results
F_max   6.72 eV Å⁻¹
Net charge   +2
Calculated total energy   -15700.76922 eV
ΔE to the lowest compared entry with this formula, charge and spin   119.6 kJ/mol
Frontier orbital gap   8.12 eV

No. 8
ORCA calculation (wB97M-V/def2-TZVPD) on a molecular structure, C30H49F9N3O16Ti.

Element x y z (Å)
Ti1 2.54 -3.02 -1.69
C1 1.91 1.04 -0.85
C2 1.27 -0.35 -0.79
C3 -0.13 -0.31 -0.18
O1 1.42 -1.08 -1.98
H1 1.76 1.49 0.15
H2 1.39 1.72 -1.53
H3 2.98 1.13 -1.05
H4 1.86 -0.88 -0.01
H5 -0.74 0.44 -0.69
H6 0.00 0.02 0.86
H7 -0.60 -1.29 -0.15
C4 -0.12 5.03 -2.28
C5 -0.22 5.29 -3.79
O2 -1.21 4.40 -4.29
C6 -1.92 4.75 -5.34
O3 -2.02 5.85 -5.78
C7 -2.64 3.56 -5.98
F1 -1.97 2.44 -5.85
F2 -3.86 3.41 -5.47
F3 -2.79 3.81 -7.28
H8 -1.02 5.36 -1.76
H9 0.71 5.56 -1.82
H10 0.01 3.97 -2.07
H11 0.76 5.08 -4.21
H12 -0.46 6.33 -4.01
C8 -0.29 3.98 1.62
C9 -1.61 3.77 0.88
O4 -2.61 4.64 1.39
C10 -3.33 4.21 2.43
O5 -3.14 3.15 2.95
C11 -4.34 5.24 2.98
F4 -4.18 5.35 4.28
F5 -4.14 6.42 2.43
F6 -5.57 4.80 2.76
H13 0.57 3.73 0.99
H14 -0.22 3.29 2.45
H15 -0.14 5.02 1.91
H16 -1.93 2.73 0.96
H17 -1.44 4.02 -0.16
C12 0.80 -0.15 3.94
C13 1.80 0.96 4.23
O6 1.05 2.12 4.62
C14 1.74 3.13 5.13
O7 2.92 3.11 5.34
C15 0.87 4.37 5.34
F7 1.14 4.99 6.48
F8 1.03 5.19 4.28
F9 -0.44 4.03 5.34
H18 1.24 -0.99 3.41
H19 0.12 0.28 3.19
H20 0.18 -0.36 4.80
H21 2.37 1.23 3.34
H22 2.50 0.68 5.01
C16 4.68 -5.12 1.72
O8 4.86 -3.76 2.10
C17 4.39 -2.81 1.30
O9 3.65 -2.99 0.36
O10 4.80 -1.66 1.79
C18 4.33 -0.46 1.14
H23 5.45 -5.39 1.00
H24 3.65 -5.32 1.43
H25 4.84 -5.71 2.63
H26 4.44 -0.54 0.06
H27 4.90 0.34 1.62
H28 3.28 -0.30 1.40
C19 0.41 -3.90 1.35
O11 0.37 -5.30 1.05
C20 0.94 -5.70 -0.06
O12 1.48 -5.03 -0.90
O13 0.67 -6.99 -0.20
C21 1.17 -7.65 -1.34
H29 0.04 -3.37 0.47
H30 1.47 -3.65 1.49
H31 -0.10 -3.69 2.28
H32 2.23 -7.43 -1.50
H33 0.68 -7.27 -2.24
H34 0.98 -8.72 -1.31
C22 -1.51 -3.64 -1.90
O14 -2.18 -4.05 -0.71
C23 -3.46 -3.79 -0.58
O15 -4.18 -3.27 -1.39
O16 -3.80 -4.15 0.65
C24 -5.16 -3.95 1.04
H35 -1.52 -2.55 -1.92
H36 -2.06 -4.01 -2.77
H37 -0.49 -3.99 -1.87
H38 -5.22 -4.05 2.12
H39 -5.80 -4.64 0.50
H40 -5.52 -2.96 0.76
C25 -3.64 -0.34 1.60
C26 -2.91 -1.24 2.45
N1 -2.28 -1.92 3.12
H41 -3.65 0.68 1.98
H42 -4.68 -0.59 1.40
H43 -3.04 -0.34 0.68
C27 -1.37 -0.25 -3.86
C28 -2.05 -0.72 -5.06
N2 -2.59 -1.10 -5.99
H44 -1.51 -0.96 -3.05
H45 -1.66 0.73 -3.48
H46 -0.28 -0.16 -3.97
C29 4.00 0.56 -3.54
C30 4.54 -0.59 -2.82
N3 4.95 -1.54 -2.32
H47 4.51 0.67 -4.50
H48 4.16 1.47 -2.96
H49 2.93 0.44 -3.72

Results
F_max   1.85 eV Å⁻¹
⟨S²⟩   3.752
Calculated total energy   -116704.99866 eV
Frontier orbital gap (spin up / spin down)   5.02 / 8.72 eV
Multiplicity   4

No. 9
ORCA calculation (wB97M-V/def2-TZVPD) on a single C5H12O2 molecule.

Element x y z (Å)
C1 -1.70 -0.33 1.52
O1 -0.42 -0.41 0.93
C2 -0.22 0.39 -0.24
C3 -0.43 1.87 0.03
C4 1.20 0.11 -0.72
C5 1.45 -1.33 -1.17
O2 1.47 -2.25 -0.10
H1 -2.44 0.09 0.82
H2 -1.68 0.29 2.42
H3 -2.02 -1.34 1.79
H4 -0.94 0.06 -1.01
H5 0.24 2.21 0.83
H6 -1.46 2.10 0.32
H7 -0.20 2.45 -0.87
H8 1.90 0.36 0.09
H9 1.41 0.78 -1.56
H10 0.70 -1.61 -1.93
H11 2.43 -1.39 -1.65
H12 0.74 -2.01 0.48

Results
F_max   0.44 eV Å⁻¹
Calculated total energy   -9474.03079 eV
SMILES   CO[C@@H](C)CCO
ΔE to the lowest compared entry with this formula, charge and spin   106.6 kJ/mol
Frontier orbital gap   10.88 eV

No. 10
ORCA calculation (wB97M-V/def2-TZVPD) on a molecular structure, C30H34ClN6OPRbS.

Element x y z (Å)
Rb1 2.13 -0.11 1.17
N1 3.08 -1.49 -3.69
C1 2.88 -2.06 -2.44
S1 3.85 -1.98 -1.12
N2 1.76 -2.90 -2.53
N3 1.18 -3.13 -1.39
C2 0.15 -3.96 -1.36
C3 -0.41 -4.34 -0.07
C4 -1.21 -5.50 0.02
C5 -1.72 -5.99 1.24
C6 -1.68 -5.21 2.40
C7 -1.09 -3.98 2.31
C8 -0.38 -3.47 1.14
O1 0.23 -2.36 1.16
H1 3.99 -1.16 -3.94
H2 2.64 -1.97 -4.50
H3 -0.20 -4.47 -2.24
H4 -1.43 -6.03 -0.89
H5 -2.19 -7.00 1.23
H6 -2.15 -5.51 3.34
H7 -1.06 -3.32 3.20
N4 3.25 2.70 0.57
C9 3.39 3.69 1.65
C10 3.05 3.15 3.02
N5 3.49 1.80 3.29
C11 3.60 1.40 4.71
C12 3.48 -0.10 4.80
N6 4.18 -0.72 3.66
H8 2.51 3.01 -0.08
H9 4.08 2.66 -0.01
H10 4.43 4.09 1.67
H11 2.70 4.54 1.41
H12 3.46 3.86 3.78
H13 1.97 3.16 3.12
H14 4.23 1.40 2.69
H15 4.55 1.76 5.17
H16 2.77 1.87 5.31
H17 3.89 -0.47 5.78
H18 2.40 -0.42 4.82
H19 5.19 -0.53 3.74
H20 4.06 -1.73 3.68
Cl1 -0.90 2.30 1.42
C13 -2.62 1.94 1.19
C14 -3.53 2.08 2.21
C15 -4.87 1.77 2.00
C16 -5.35 1.40 0.74
C17 -4.46 1.26 -0.31
C18 -3.05 1.43 -0.05
P1 -1.68 0.71 -0.95
C19 -0.81 2.01 -1.90
C20 -0.88 3.39 -1.64
C21 -0.12 4.28 -2.40
C22 0.85 3.81 -3.28
C23 0.95 2.46 -3.53
C24 0.16 1.57 -2.80
C25 -2.55 -0.15 -2.26
C26 -3.00 -1.45 -1.94
C27 -3.55 -2.25 -2.94
C28 -3.51 -1.85 -4.26
C29 -3.13 -0.56 -4.56
C30 -2.64 0.29 -3.59
H21 -3.17 2.42 3.20
H22 -5.62 1.83 2.80
H23 -6.41 1.25 0.57
H24 -4.80 1.00 -1.30
H25 -1.58 3.78 -0.91
H26 -0.35 5.37 -2.33
H27 1.63 4.52 -3.65
H28 1.62 2.13 -4.34
H29 0.40 0.51 -2.93
H30 -2.90 -1.80 -0.92
H31 -4.03 -3.20 -2.65
H32 -3.74 -2.54 -5.06
H33 -3.14 -0.16 -5.59
H34 -2.21 1.26 -3.86

Results
F_max   5.37 eV Å⁻¹
Net charge   -1
Calculated total energy   -75950.90378 eV
ΔE to the lowest compared entry with this formula, charge and spin   187.2 kJ/mol
Frontier orbital gap   3.59 eV

No. 11
ORCA calculation (wB97M-V/def2-TZVPD) on a molecular structure, C22H34BF3N6O2S3V.

Element x y z (Å)
V1 -1.47 -2.40 0.34
C1 1.94 3.62 5.17
C2 2.21 2.32 4.43
C3 2.29 1.22 5.48
C4 3.60 2.50 3.78
N1 1.32 2.04 3.31
C5 0.55 3.00 2.63
C6 0.10 2.38 1.52
N2 0.59 1.08 1.46
B1 0.17 -0.02 0.50
N3 -1.01 0.57 -0.46
C7 -0.71 1.59 -1.40
C8 -1.93 2.05 -1.80
N4 -2.89 1.20 -1.24
C9 -2.32 0.35 -0.39
S1 -3.19 -0.83 0.60
C10 -4.36 1.24 -1.65
C11 -4.60 2.58 -2.41
C12 -4.61 0.07 -2.52
C13 -5.36 1.16 -0.49
N5 1.31 -0.46 -0.44
C14 2.60 0.00 -0.45
C15 3.21 -0.76 -1.35
N6 2.34 -1.65 -1.94
C16 1.09 -1.41 -1.35
S2 -0.45 -2.17 -1.77
C17 2.68 -2.72 -2.92
C18 2.52 -4.08 -2.25
C19 1.70 -2.62 -4.13
C20 4.12 -2.53 -3.38
C21 1.31 0.84 2.58
S3 2.07 -0.59 2.86
H1 2.56 3.63 6.03
H2 0.98 3.51 5.68
H3 2.04 4.50 4.54
H4 3.03 1.54 6.19
H5 2.55 0.28 5.03
H6 1.32 1.16 6.02
H7 4.29 2.86 4.63
H8 3.65 3.17 2.92
H9 4.07 1.59 3.37
H10 0.30 3.90 3.08
H11 -0.61 2.66 0.75
H12 -0.38 -1.01 1.09
H13 0.26 2.00 -1.76
H14 -2.26 2.75 -2.54
H15 -4.07 2.56 -3.38
H16 -4.15 3.32 -1.75
H17 -5.60 2.67 -2.58
H18 -3.96 0.01 -3.43
H19 -5.65 0.16 -2.89
H20 -4.59 -0.89 -2.00
H21 -5.01 1.77 0.31
H22 -5.49 0.09 -0.21
H23 -6.35 1.57 -0.79
H24 2.93 0.67 0.31
H25 4.23 -0.82 -1.65
H26 1.52 -4.40 -1.97
H27 3.14 -4.07 -1.36
H28 3.08 -4.83 -2.92
H29 0.71 -2.96 -3.86
H30 2.14 -3.30 -4.83
H31 1.58 -1.62 -4.49
H32 4.86 -2.72 -2.65
H33 4.23 -1.49 -3.79
H34 4.26 -3.18 -4.24
F1 -2.30 -4.85 -0.87
C22 -2.90 -3.66 -0.52
F2 -3.90 -3.95 0.34
F3 -3.50 -3.28 -1.71
O1 -1.48 -3.39 2.11
O2 -0.38 -3.50 1.47

Results
F_max   3.53 eV Å⁻¹
⟨S²⟩   3.767
Calculated total energy   -103424.54056 eV
ΔE to the lowest compared entry with this formula, charge and spin   84.5 kJ/mol
Frontier orbital gap (spin up / spin down)   7.77 / 7.11 eV
Multiplicity   4

No. 12
ORCA calculation (wB97M-V/def2-TZVPD) on 2 unconnected molecules or ions with the total composition C4H9NO2.

Element x y z (Å)
C1 -2.77 0.54 1.04
O1 -1.50 0.00 0.75
C2 -0.85 0.67 -0.29
C3 0.54 0.09 -0.44
N1 1.03 -0.81 0.29
C4 3.38 -1.06 -0.78
O2 3.42 -0.09 -1.51
H1 -2.70 1.59 1.37
H2 -3.43 0.49 0.16
H3 -3.20 -0.06 1.84
H4 -0.76 1.75 -0.08
H5 -1.39 0.57 -1.24
H6 1.16 0.50 -1.24
H7 2.98 -2.03 -1.12
H8 0.34 -1.09 1.00
H9 3.77 -1.05 0.25

Results
F_max   0.49 eV Å⁻¹
Calculated total energy   -9877.11052 eV
SMILES   [H]/N=C\COC.C=O
ΔE to the lowest compared entry with this formula, charge and spin   284.6 kJ/mol
Frontier orbital gap   10.41 eV

Among the records above, which one has the lowest F_max? C5H12O2